Below is one molecule with the formula C4H8O2, with properties calculated with ωB97M-V/def2-TZVPD.

Geometry as XYZ:
```
14
Properties=species:S:1:pos:R:3
C 0.265 -0.141 1.684
C -0.365 0.500 0.438
C 0.627 0.840 -0.676
O 0.735 -0.389 -1.370
C -0.559 -0.929 -1.358
O -1.236 -0.415 -0.229
H -0.202 0.237 2.597
H 0.109 -1.223 1.658
H 1.342 0.051 1.755
H -0.968 1.373 0.713
H 0.221 1.630 -1.328
H 1.622 1.126 -0.323
H -1.123 -0.641 -2.260
H -0.470 -2.020 -1.301
```

Values from the calculation:
SMILES: C[C@H]1COCO1
HOMO-LUMO gap (eV): 10.79
Electronic energy (eV): -8371.85211
2S+1: 1
Energy relative to the best compared isomer or geometry (same formula, charge and spin) (kJ/mol): 137.9
LUMO (eV): 1.0345

=====

Below is a 2-piece molecular cluster, C3H3ClF2 overall in a non-equilibrium geometry, with properties calculated with ωB97M-V/def2-TZVPD.

Geometry as XYZ:
```
9
Properties=species:S:1:pos:R:3
C 0.073 0.602 -0.519
C -0.124 -0.237 -1.499
C 0.093 -0.070 1.460
F -0.265 0.191 -2.769
F 0.227 1.024 2.202
Cl -0.207 -1.944 -1.377
H 0.097 1.670 -0.554
H 0.975 -0.696 1.486
H -0.869 -0.541 1.570
```

Values from the calculation:
HOMO-LUMO gap (alpha / beta) (eV): 6.02 / 8.02
Electronic energy (eV): -21109.44596
2S+1: 3
Energy relative to the best compared isomer or geometry (same formula, charge and spin) (kJ/mol): 249.9
LUMO (alpha / beta) (eV): 0.6981 / -2.4040

=====

Below is one molecule with the formula C4H9NOS in a non-equilibrium geometry, with properties calculated with ωB97M-V/def2-TZVPD.

Geometry as XYZ:
```
16
Properties=species:S:1:pos:R:3
C 3.083 -0.220 0.002
N 1.891 0.149 -0.209
S 0.723 -1.108 0.045
C -0.820 -0.231 -0.427
C -1.946 -1.189 -0.036
C -0.830 1.117 0.318
O -0.033 2.148 -0.200
H 3.355 -1.324 0.096
H 3.876 0.502 0.116
H -0.836 -0.015 -1.497
H -1.829 -1.597 0.942
H -2.984 -0.687 -0.060
H -2.066 -2.039 -0.704
H -0.654 1.005 1.407
H -1.848 1.521 0.286
H 0.917 1.969 -0.080
```

Values from the calculation:
SMILES: C=NS[C@@H](C)CO
HOMO-LUMO gap (eV): 9.55
Electronic energy (eV): -18665.38073
2S+1: 1
Energy relative to the best compared isomer or geometry (same formula, charge and spin) (kJ/mol): 207.0
LUMO (eV): 0.8268

=====

Below is a 2-piece molecular cluster, C11H15N overall in a non-equilibrium geometry, with properties calculated with ωB97M-V/def2-TZVPD.

Geometry as XYZ:
```
27
Properties=species:S:1:pos:R:3
C 1.651 -1.963 0.612
C 0.198 -1.752 0.345
C -0.859 -2.415 0.882
N -2.045 -1.942 0.336
C -1.768 -0.803 -0.388
C -2.588 0.144 -0.982
C -2.044 0.865 -2.039
C -0.666 0.896 -2.212
C 0.212 0.111 -1.472
C -0.364 -0.747 -0.534
H 2.036 -1.212 1.303
H 2.214 -1.969 -0.320
H 1.840 -2.880 1.175
H -0.806 -3.191 1.628
H -2.922 -2.123 0.795
H -3.664 0.114 -0.859
H -2.698 1.440 -2.675
H -0.198 1.510 -2.970
H 1.269 0.252 -1.640
C 2.700 3.301 2.659
C 3.425 2.910 1.362
H 2.808 4.355 2.904
H 1.645 3.035 2.585
H 3.068 2.733 3.510
H 3.631 3.741 0.689
H 2.860 2.087 0.934
H 4.426 2.550 1.615
```

Values from the calculation:
SMILES: Cc1c[nH]c2ccccc12.CC
HOMO-LUMO gap (eV): 8.73
Electronic energy (eV): -13140.14683
2S+1: 1
Energy relative to the best compared isomer or geometry (same formula, charge and spin) (kJ/mol): 62.2
LUMO (eV): 0.8775

=====

The highest electronic energy belongs to which entry?
C4H8O2

=====

Please write out number 2 again, unchanged.
Below is a 2-piece molecular cluster, C3H3ClF2 overall in a non-equilibrium geometry, with properties calculated with ωB97M-V/def2-TZVPD.

Geometry as XYZ:
```
9
Properties=species:S:1:pos:R:3
C 0.073 0.602 -0.519
C -0.124 -0.237 -1.499
C 0.093 -0.070 1.460
F -0.265 0.191 -2.769
F 0.227 1.024 2.202
Cl -0.207 -1.944 -1.377
H 0.097 1.670 -0.554
H 0.975 -0.696 1.486
H -0.869 -0.541 1.570
```

Values from the calculation:
HOMO-LUMO gap (alpha / beta) (eV): 6.02 / 8.02
Electronic energy (eV): -21109.44596
2S+1: 3
Energy relative to the best compared isomer or geometry (same formula, charge and spin) (kJ/mol): 249.9
LUMO (alpha / beta) (eV): 0.6981 / -2.4040